C27H47I2N2O12P2 | the ωB97M-V functional and the def2-TZVPD basis

Structure (XYZ):
```
92
Properties=species:S:1:pos:R:3:forces:R:3:lowdin_charge:R:1
C 0.960240 -3.070209 -1.183217 -0.6 -2.6 3.8 0.1162
O -2.708667 -0.345296 -1.884653 -1.1 -1.1 2.1 -0.1364
H 6.612425 2.812786 5.462424 0.0 0.2 0.0 0.0812
O 2.917855 3.052001 5.144607 0.1 0.7 -1.4 -0.2809
H -6.001610 4.520978 -4.627238 0.2 -0.1 -0.2 0.1143
H 0.612325 -6.610149 2.882693 -1.2 2.4 -0.2 0.1513
C -2.983356 7.564882 -5.541812 0.2 0.0 -0.1 -0.0710
H 4.993536 0.643704 1.999454 0.0 0.0 -0.1 0.0681
H -3.716467 7.126873 -3.536758 0.1 -0.1 -0.2 0.1071
H -3.903324 -6.295969 1.035289 2.4 0.4 -0.8 0.0982
C 1.631703 3.504809 5.536936 -0.4 0.0 0.5 -0.2961
H -4.604552 4.140607 -6.774059 -0.2 0.0 0.2 0.0736
C -3.948480 6.894231 -4.580961 0.1 0.6 -0.2 -0.2962
C -2.684027 -6.634561 -0.934775 0.7 1.4 1.0 -0.6399
C 1.792843 -4.523868 1.063397 -0.5 0.5 -0.7 -0.0076
N -0.940521 -4.260808 0.521194 4.2 0.9 -1.3 -0.0188
C 3.756560 -6.181910 2.691713 -5.9 6.4 -4.6 0.1417
C 0.184010 -4.791873 1.435392 1.9 1.0 -2.2 -0.0734
H -1.035350 0.755651 -3.919203 -0.1 0.1 0.1 0.0702
H -2.755367 -5.670340 -1.593701 0.0 -2.1 1.0 0.0325
C 4.219954 -0.287521 3.789527 0.3 -0.4 0.0 -0.3105
H -2.391899 1.635833 -3.192463 0.1 0.0 -0.1 0.0461
H 3.297816 -0.628279 3.306855 -0.1 0.0 0.0 0.0953
H 4.387165 -7.077610 3.165435 -1.6 2.8 -1.1 0.0990
I -4.423859 -7.927241 -1.356414 1.2 0.6 0.0 0.7301
H -1.241081 -2.311475 -2.690644 -0.9 -1.2 2.3 0.1406
C 5.145088 3.971471 4.380379 0.3 1.3 0.0 -0.2925
H 1.736384 4.543102 5.867445 0.1 0.0 -0.1 0.1181
H 5.085667 2.964945 6.312330 0.0 0.2 -0.1 0.0723
H -1.651626 -7.162687 -1.107723 -2.3 0.9 0.1 0.0758
C 1.131807 2.659751 6.694716 0.0 -0.2 0.1 -0.0718
C -5.351267 3.429205 -6.409185 0.5 0.1 -0.2 -0.0645
O 1.759125 1.436221 3.943025 0.7 1.0 -4.6 -0.2590
H -3.178884 -3.878215 0.412387 2.0 -1.2 0.6 0.1378
P -3.149789 4.429302 -3.828660 0.5 3.2 -9.1 0.7654
C -2.794583 -6.165220 0.645041 0.1 -0.4 -0.3 -0.2733
H 0.140365 2.988295 7.018440 0.1 0.0 0.0 0.0775
C -1.252813 2.787424 -4.622949 0.3 -0.3 -0.2 -0.3030
H -3.508031 0.166648 -1.511312 1.9 -1.1 -1.0 0.1337
H -0.627666 2.596715 -5.500196 -0.1 0.2 0.0 0.1214
H 6.183566 4.355715 6.237265 0.0 0.0 -0.2 0.0834
H 4.467790 -4.079999 -3.582466 -1.0 0.6 1.1 0.1318
H 5.907529 4.477509 3.778169 -0.1 -0.2 -0.2 0.1181
H -3.749990 -1.963396 -0.951731 2.4 0.7 0.0 0.1314
H -2.289091 -1.319020 0.058647 -0.3 -0.4 -2.2 0.1323
O -2.279863 3.676247 -5.022004 0.4 -0.7 0.8 -0.2305
O -3.956332 5.495890 -4.821220 -0.7 -0.6 1.3 -0.2829
C 5.315849 -0.066864 2.765889 0.2 -0.1 -0.1 -0.0806
C 0.241568 -4.574077 4.065543 3.6 -2.6 5.7 -0.6239
H -2.114846 -6.924258 1.252641 -1.4 1.8 -1.1 0.1128
H -1.968353 7.170842 -5.432092 -0.1 0.1 0.2 0.0747
C 2.224144 -3.650708 -0.255632 -4.0 -0.3 0.5 0.0466
H -6.284192 3.600341 -6.953448 0.0 0.0 0.2 0.0829
O 4.059324 -2.897953 -2.060325 0.0 1.2 4.9 -0.1449
C 2.955354 -5.173723 2.075194 3.4 -7.1 2.3 -0.0318
H 1.820518 2.731389 7.543477 -0.1 0.1 -0.1 0.0808
C -2.374557 -4.578986 0.892803 -1.3 -1.2 1.8 -0.1609
O -4.383751 3.273580 -4.195461 1.4 0.2 3.1 -0.2542
C -0.077629 -5.644915 2.820964 0.0 0.9 0.0 -0.1264
C -2.630032 -1.560269 -1.041113 -1.8 -0.6 0.7 -0.2300
H -2.526831 1.055204 -4.849206 0.1 0.1 0.1 0.0872
H 0.928175 3.509658 4.698283 0.1 -0.2 0.2 0.1054
C -5.573774 3.555357 -4.912030 -1.3 0.2 0.0 -0.2972
C 3.774959 -3.306550 -0.661554 5.8 -0.7 3.0 -0.1880
O 4.688706 2.870198 3.613608 -2.1 -0.9 -2.7 -0.2436
H -2.531404 -3.574123 -2.146904 1.7 1.3 1.0 0.1131
O -2.045429 5.463641 -3.500383 -1.3 -2.4 3.9 -0.2306
C -0.611330 -3.428379 -0.736115 3.0 0.0 0.3 -0.0030
H 2.885575 -3.436218 -3.499417 1.4 -0.7 0.5 0.1038
H 5.579857 -1.007101 2.271792 0.0 0.1 0.0 0.0715
H -0.621411 3.255197 -3.860095 0.0 0.0 -0.1 0.1084
H 1.169849 -2.410623 -2.148324 -0.7 -1.6 2.4 0.1277
H -2.957979 8.645840 -5.378774 0.0 -0.1 0.0 0.0790
O 4.839118 -3.379541 0.161871 -8.0 0.6 -5.2 0.0414
H -4.960960 7.265020 -4.769762 0.0 -0.2 0.0 0.1170
H 1.078401 1.600463 6.425286 -0.1 0.2 -0.1 0.0712
N 3.673037 -3.852945 -2.926847 -1.8 -1.8 -3.2 -0.0162
H -1.184605 -5.985458 2.985287 2.1 0.8 -0.5 0.1137
I -0.411655 -2.473744 3.691900 0.5 -1.4 0.4 0.8350
H -2.466886 -4.415951 2.071913 0.3 -0.1 -2.6 0.1161
O 0.861211 -4.906903 5.201813 -4.5 2.2 -8.1 -0.0755
H -4.976975 2.430606 -6.657084 -0.2 0.1 0.1 0.0793
C -1.772427 -2.785966 -1.733017 0.3 0.7 -0.2 -0.1058
H 4.530391 -1.062166 4.496842 -0.1 0.2 0.1 0.1222
C 5.790784 3.504939 5.673562 -0.2 -0.5 0.2 -0.0634
H -3.282367 7.372449 -6.577869 -0.1 0.1 0.2 0.0795
P 3.142730 2.113470 3.787446 1.2 -0.7 9.5 0.7680
O 3.976757 0.891257 4.534792 0.0 -0.4 -1.1 -0.2314
C -1.831030 1.480271 -4.118444 0.0 -0.1 0.0 -0.0994
H 6.210359 0.352189 3.238202 -0.2 -0.1 0.0 0.0852
H 4.354326 4.709393 4.543904 0.1 -0.3 0.1 0.1143
H -6.307826 2.800966 -4.608533 0.2 -0.1 0.2 0.1144
```
Forces are in eV/Å.

## Properties
Max |F| = 9.89 eV/Å
M = 907.4 g/mol
HOMO-LUMO gap = 5.66 eV
Energy = -3346.4353 Ha
Total charge = +1


C27H47IrN5O4P2S5Sb | the ωB97M-V functional and the def2-TZVPD basis

Structure (XYZ):
```
92
Properties=species:S:1:pos:R:3:forces:R:3:lowdin_charge:R:1
H 0.618983 -3.210561 3.181355 0.0 0.0 0.0 0.0616
C 0.349158 -1.459412 5.478411 0.0 0.0 0.0 -0.0847
H 2.671003 -3.924447 -5.064248 0.0 0.0 0.0 0.0873
H 2.946869 -3.216779 -3.469054 0.0 0.0 0.0 0.0724
H -4.029399 0.173999 -5.530075 0.0 0.0 0.0 0.0898
H 1.945453 1.908342 3.077975 0.0 0.0 0.0 0.1088
C 2.372390 -3.696617 0.221544 0.0 0.0 0.1 -0.0466
H -2.919154 -3.588044 -2.328539 0.0 0.0 0.0 0.0891
H 1.450880 -4.643617 2.559127 0.0 0.0 0.0 0.0974
P -1.670313 -0.280799 -2.940205 -0.2 0.0 -0.4 0.4884
H -2.136577 1.136317 6.852766 0.0 0.0 0.0 0.1214
O -1.226492 0.736179 -1.948792 0.8 -0.7 0.2 -0.5071
C -1.405827 0.150169 5.097771 0.0 0.1 0.0 -0.2737
C -1.440916 0.400954 6.466112 0.0 0.1 0.0 -0.0362
C 0.594606 3.573412 3.115450 0.0 0.0 0.0 -0.3002
C -0.502343 -0.793531 4.608864 0.0 0.0 0.0 -0.0437
Sb -4.203172 4.853441 1.664483 0.0 -0.1 0.1 0.2086
H -1.470784 -3.093949 -1.420390 0.0 0.0 0.0 0.0798
H -0.462735 -0.986430 3.544671 0.0 0.0 0.0 0.0886
H -2.973185 1.604295 4.742740 0.0 0.0 0.0 0.0370
H 1.567896 -4.154706 -0.349355 0.0 0.0 0.0 0.0853
H -4.369442 -1.887517 -1.408898 0.0 0.0 0.0 0.0896
C -0.416274 2.890619 3.985029 0.1 -0.1 0.0 -0.2651
H 3.018850 -4.477210 0.626554 0.0 0.0 0.0 0.0941
S -1.578374 1.967180 2.942857 0.2 0.3 -0.2 0.8490
O -0.461979 -0.967032 -3.753564 -0.2 -0.1 0.2 -0.2620
H -2.993510 0.247805 3.622634 0.0 0.0 0.0 0.1085
H -1.844744 2.371332 -3.539162 0.0 0.0 0.0 0.0734
S -3.827144 4.011033 3.770724 0.0 0.1 0.0 -0.3014
C 0.334753 4.855399 2.647906 0.0 0.0 0.0 -0.0754
H 3.538309 -2.381990 -4.923657 0.0 0.0 0.0 0.0886
H -1.438922 -3.147734 -3.186502 0.0 0.0 0.0 0.0761
C 1.014544 -1.754032 0.893427 -0.1 0.0 0.3 -0.0927
C -0.592166 -0.270538 7.334526 0.0 0.0 0.0 -0.0747
H 3.562354 3.029137 1.575417 0.0 0.0 0.0 0.0958
C 1.236110 5.481480 1.800243 0.0 0.0 0.0 -0.0852
C 2.396275 4.826994 1.414120 0.0 0.0 0.0 -0.0953
H -3.196820 2.372500 -4.678047 0.0 0.0 0.0 0.0917
C -3.105358 -0.296651 -5.191899 0.0 0.0 0.0 -0.0925
S -2.581247 6.309224 1.081899 0.0 0.0 0.0 -0.3257
N -2.553134 -1.544989 -2.394332 0.2 0.0 0.2 -0.2842
C -2.266191 1.872188 -4.408201 0.0 0.0 0.0 -0.0747
O 1.124238 -2.098424 -2.020763 -0.1 -0.1 0.1 -0.2553
H 3.099516 5.315422 0.750923 0.0 0.0 0.0 0.0983
H -0.586892 5.357177 2.918996 0.0 0.0 0.0 0.0693
H 2.734672 1.409404 -4.613213 0.0 0.0 0.0 0.0915
C 1.756176 2.915499 2.723910 0.0 0.0 0.0 -0.0625
C 2.656361 3.541558 1.875939 0.0 0.0 0.0 -0.0926
H 0.902333 -3.019627 -6.483456 0.0 0.0 0.0 0.0885
H 2.596213 -1.624374 3.006263 0.0 0.0 0.0 0.0836
H 2.947965 -3.071365 -0.456956 0.0 0.0 0.0 0.0782
H 0.973598 -1.724577 7.515933 0.0 0.0 0.0 0.1021
H 1.053923 -2.186669 5.094303 0.0 0.0 0.0 0.0843
P 1.037222 -1.378672 -3.296628 0.2 0.1 -0.1 0.4627
H -3.334747 -1.308894 -4.864597 0.0 0.0 0.0 0.0789
C 0.910230 -3.740053 2.275746 0.0 0.0 0.0 -0.0202
H 2.214782 -0.064259 -1.209295 0.0 0.0 0.0 0.0518
H 3.651866 -1.704557 1.585901 0.0 0.0 0.0 0.0942
C -3.520935 -1.205202 -1.346625 -0.1 0.0 -0.1 -0.0953
H -1.570915 1.954055 -5.251197 0.0 0.0 0.0 0.0856
N 1.439074 -2.302199 -4.602063 0.0 0.1 0.0 -0.2918
H -2.412426 -0.343436 -6.039893 0.0 0.0 0.0 0.0816
H 1.061562 1.754898 -4.132847 0.0 0.0 0.0 0.0892
C 1.768203 0.956541 -4.384619 0.0 0.0 0.0 -0.0842
S -0.736559 3.014649 -0.220420 -0.1 0.1 0.1 0.1190
H 1.011624 6.473909 1.431792 0.0 0.0 0.0 0.1054
H 0.041540 -1.561711 -5.983417 0.0 0.0 0.0 0.0668
N -2.549761 0.472946 -4.090334 0.0 0.1 0.1 -0.2844
N 0.350978 -0.858275 0.635133 0.2 -0.1 -0.7 0.0838
H -3.072631 -1.281542 -0.350254 0.0 0.0 0.0 0.0720
C 2.257438 0.663005 -2.013593 0.0 0.0 0.0 -0.0909
H 3.534997 -3.091102 2.679716 0.0 0.0 0.0 0.0959
H 1.410043 0.453264 -5.280951 0.0 0.0 0.0 0.0635
H -0.633295 -0.061285 8.395439 0.0 0.0 0.0 0.1054
C 1.006039 -2.061606 -5.969765 0.0 0.0 0.0 -0.1053
N 1.904595 0.019258 -3.278056 -0.1 0.0 0.1 -0.2810
H 1.565512 1.478892 -1.781316 0.0 0.0 0.0 0.0619
C -2.337508 0.906728 4.195344 0.0 -0.1 0.0 -0.2930
C 0.307870 -1.201265 6.842028 0.0 0.0 0.0 -0.0867
C 1.825764 -2.877544 1.395022 0.0 0.1 -0.1 -0.5625
O -0.619171 0.998022 2.156688 0.0 -0.2 0.5 -0.7433
Ir -0.860742 0.753948 0.167651 -0.6 0.6 0.2 0.7011
H -3.880376 -0.184626 -1.476749 0.0 0.0 0.0 0.0723
H -1.059308 3.609532 4.494462 0.0 0.0 0.0 0.0682
H 0.008070 -4.032860 1.738812 0.0 0.0 0.0 0.0953
C 2.974104 -2.277318 2.218667 0.0 0.0 0.0 -0.0223
C 2.724175 -2.986490 -4.509104 0.0 0.0 0.0 -0.0948
S -2.605501 2.317813 0.026426 -0.1 0.0 -0.4 -0.0327
H 3.271308 1.063262 -2.081752 0.0 0.0 0.0 0.0893
H 1.730452 -1.458462 -6.528875 0.0 0.0 0.0 0.0845
H 0.035486 2.197500 4.694845 0.0 0.0 0.0 0.0994
C -2.059409 -2.916344 -2.324855 0.0 0.0 0.0 -0.0859
```
Forces are in eV/Å.

## Properties
Max |F| = 1.06 eV/Å
M = 1042.0 g/mol
HOMO-LUMO gap (alpha / beta) = 5.39 / 5.39 eV
Energy = -4650.1662 Ha